Entry 1:
Formula: C5H6O
Source: the Open Molecules 2025 dataset
Level of theory: wB97M-V/def2-TZVPD

Structure (ORCA input):
```
! RIJCOSX wB97M-V def2-TZVPD def2/J DEFGRID3
* xyz 0 1
O -1.047 -0.467 1.482
C -0.263 -0.211 0.347
C -1.705 -0.028 0.286
C 0.574 -1.088 -0.505
C 1.458 -0.104 -0.705
C 0.817 0.877 0.263
H -2.057 0.998 0.193
H -2.362 -0.773 -0.163
H 0.402 -2.076 -0.915
H 2.303 0.003 -1.369
H 1.353 1.006 1.211
H 0.528 1.862 -0.124
*
```

Its max |F| is 0.012 hartree/bohr. For the LUMO energy, the calculation gives 1.07 eV. As for the total energy: -7326.7100 eV. The calculation puts the HOMO energy at -9.5197 eV. The calculation puts the frontier orbital gap at 0.3893 Ha. The molar mass is 82.10 g mol⁻¹.

=====

Entry 2:
Formula: C7H14O
Source: the Open Molecules 2025 dataset
Level of theory: wB97M-V/def2-TZVPD

Structure (ORCA input):
```
! RIJCOSX wB97M-V def2-TZVPD def2/J DEFGRID3
* xyz 0 1
C -2.469 -0.739 0.175
C -2.358 -0.440 -1.156
C -0.997 -0.079 -1.549
C -0.900 0.937 -2.416
C 0.309 -0.791 -1.216
C 0.748 -0.433 0.202
C 1.164 1.042 0.485
H -1.522 -1.074 0.620
H -3.475 -0.682 0.666
H -3.147 -0.236 -1.784
H 0.005 1.388 -2.576
H -1.672 1.508 -2.535
H 0.342 -1.898 -1.418
H 1.076 -0.720 -1.993
H 1.683 -1.066 0.342
H -0.002 -0.771 0.956
H 1.742 1.368 -0.406
H 1.497 1.222 1.592
H 0.313 1.656 0.318
O 2.863 -0.172 4.100
H 2.418 -0.714 3.506
H 2.382 0.696 4.088
*
```

Its max |F| is 0.114 hartree/bohr. For the LUMO energy, the calculation gives 0.77 eV. Its SMILES is C=CC(=C)CCC.O. As for the total energy: -9530.1092 eV. The calculation puts the HOMO energy at -8.7570 eV. The calculation puts the frontier orbital gap at 0.3501 Ha. The molar mass is 114.19 g mol⁻¹.

=====

Entry 3:
Formula: C28H40NO2Tb
Source: the Open Molecules 2025 dataset
Level of theory: wB97M-V/def2-TZVPD

Structure (ORCA input):
```
! RIJCOSX wB97M-V def2-TZVPD def2/J DEFGRID3
* xyz 0 7
O 3.127 -0.648 -1.086
C 3.536 -1.784 -1.913
C 4.813 -2.008 -1.032
H 3.614 -1.249 -2.857
H 2.831 -2.592 -2.090
C 4.537 -0.473 -0.580
H 5.721 -2.390 -1.555
H 4.702 -2.664 -0.110
C 4.975 0.702 -1.474
H 4.722 0.684 -2.555
H 6.033 0.800 -1.529
H 4.639 1.714 -1.117
C 4.442 -0.100 1.001
H 4.017 -0.970 1.563
H 3.826 0.831 1.203
H 5.467 0.019 1.464
Tb 0.006 0.073 -1.578
C -0.617 -1.481 0.449
C -1.182 -2.270 -0.604
C -0.098 -2.952 -1.261
H -2.251 -2.491 -0.736
C 1.107 -2.674 -0.548
C 0.803 -1.646 0.413
H 1.496 -1.247 1.154
H -1.168 -0.956 1.233
H -0.179 -3.633 -2.117
H 2.034 -3.277 -0.583
C -0.852 1.802 -0.109
C 0.378 1.526 0.592
C 1.465 2.063 -0.166
H 0.447 1.116 1.608
C 0.937 2.566 -1.401
C -0.504 2.467 -1.342
H -1.232 2.926 -2.025
H -1.845 1.652 0.348
H 2.468 2.262 0.240
H 1.552 3.031 -2.206
O 1.352 0.252 -4.453
C 2.766 0.079 -4.860
C 2.847 -0.237 -6.314
H 3.091 -0.819 -4.329
H 3.344 0.940 -4.502
C 1.425 -0.519 -6.767
H 3.458 -1.101 -6.485
H 3.286 0.613 -6.791
C 0.491 -0.151 -5.584
H 1.278 -1.573 -6.954
H 1.197 0.044 -7.662
H -0.052 -1.079 -5.258
H -0.233 0.624 -5.934
C -3.427 0.944 3.268
N -3.358 1.113 1.823
C -3.830 2.460 1.378
C -3.871 -0.064 1.115
C -3.800 0.069 -0.397
C -4.999 0.321 -1.090
C -4.964 0.567 -2.462
C -3.766 0.562 -3.155
C -2.551 0.268 -2.474
C -2.620 0.047 -1.123
H -4.512 1.029 3.629
H -2.806 1.759 3.728
H -3.007 -0.070 3.560
H -3.502 2.723 0.355
H -4.956 2.578 1.418
H -3.361 3.227 2.036
H -3.283 -0.950 1.450
H -4.934 -0.240 1.415
H -5.935 0.321 -0.527
H -5.903 0.787 -2.974
H -3.737 0.777 -4.222
H -1.618 0.241 -3.071
*
```

Its max |F| is 0.066 hartree/bohr. For the LUMO energy (spin up / spin down), the calculation gives 0.30 / 0.31 eV. As for the total energy: -57697.9942 eV. The expectation value of S² is 12.7385. The calculation puts the HOMO energy (spin up / spin down) at -6.1021 / -6.2227 eV. The calculation puts the frontier orbital gap (spin up / spin down) at 0.2353 / 0.2402 Ha. The molar mass is 581.56 g mol⁻¹.

=====

Entry 4:
Formula: C39H54I2N7O5PbS6Te
Source: the Open Molecules 2025 dataset
Level of theory: wB97M-V/def2-TZVPD

Structure (ORCA input):
```
! RIJCOSX wB97M-V def2-TZVPD def2/J DEFGRID3
* xyz -2 2
Pb -1.642 0.087 0.577
S -1.723 6.678 5.188
S -1.692 2.733 1.160
S -3.720 2.719 0.565
S -4.089 1.156 -0.506
N -2.412 -6.999 5.089
C -2.681 -5.753 4.541
C -1.661 -4.818 4.438
C -1.946 -3.471 4.045
C -3.288 -3.059 4.036
C -4.261 -3.978 4.171
C -3.993 -5.299 4.364
S -3.526 -1.535 3.164
O -4.944 -1.276 3.090
O -2.608 -0.619 3.732
N -2.803 -1.846 1.771
C -3.392 -2.472 0.718
N -4.169 -3.574 0.977
C -4.964 -3.931 0.039
C -4.853 -3.560 -1.312
C -3.864 -2.677 -1.570
N -3.171 -2.051 -0.590
H -1.658 -7.555 4.613
H -3.130 -7.615 5.466
H -0.675 -5.123 4.714
H -1.139 -2.781 3.729
H -5.297 -3.659 4.071
H -4.824 -6.024 4.247
H -5.769 -4.507 0.462
H -5.500 -3.991 -2.044
H -3.658 -2.236 -2.597
I 0.262 -0.364 8.171
I 1.613 -2.018 6.641
O -3.381 4.654 4.320
C -2.628 5.532 4.608
C 2.682 -7.933 2.531
S 1.007 -8.020 1.680
C 0.786 -6.234 1.567
O 0.052 -8.589 2.629
H 2.763 -6.980 2.992
H 3.387 -8.048 1.769
H 2.654 -8.811 3.239
H 1.087 -6.057 0.511
H 1.380 -5.788 2.315
H -0.329 -6.035 1.705
C 2.171 3.355 5.978
C 1.993 3.092 4.462
N 1.731 1.646 4.054
C 2.951 0.769 3.898
C 4.184 1.056 4.765
C 0.547 1.328 3.442
C -0.569 2.002 4.147
N 0.294 0.494 2.520
H 1.628 4.284 6.287
H 3.246 3.612 6.150
H 1.888 2.525 6.663
H 2.900 3.401 3.999
H 1.146 3.636 4.034
H 3.144 0.929 2.830
H 2.737 -0.345 4.114
H 4.452 2.111 4.697
H 5.017 0.315 4.518
H 3.936 0.766 5.792
H -1.452 1.340 4.081
H -0.886 2.969 3.583
H -0.341 2.043 5.215
H 1.159 0.115 2.107
C 0.694 -1.344 -2.613
C 0.328 0.129 -2.596
O -0.827 0.544 -2.076
N 1.166 0.933 -3.238
Te 0.635 2.808 -2.946
C 2.733 3.401 -3.492
C 2.949 4.223 -4.599
C 1.806 4.970 -5.263
C 4.256 4.509 -5.029
C 5.414 3.968 -4.376
C 6.802 4.454 -4.766
C 5.228 3.184 -3.215
C 3.899 2.920 -2.780
C 3.651 2.309 -1.443
C -0.811 2.421 -4.653
C -2.229 2.541 -4.418
C -2.784 3.666 -3.530
C -3.166 1.798 -5.115
C -2.801 0.985 -6.172
C -3.644 0.208 -7.142
C -1.449 1.034 -6.561
C -0.447 1.639 -5.802
C 0.961 1.593 -6.319
H -0.259 -1.875 -2.968
H 0.784 -1.691 -1.544
H 1.589 -1.496 -3.253
H 1.038 5.280 -4.567
H 1.213 4.393 -6.034
H 2.195 5.875 -5.729
H 4.343 5.144 -5.938
H 7.640 3.824 -4.318
H 7.027 5.437 -4.385
H 7.000 4.513 -5.840
H 6.156 2.757 -2.781
H 4.551 1.822 -1.135
H 2.812 1.662 -1.490
H 3.292 3.157 -0.822
H -2.070 4.031 -2.758
H -3.659 3.358 -2.966
H -2.992 4.493 -4.167
H -4.219 1.816 -4.850
H -3.720 0.625 -8.115
H -4.673 0.088 -6.754
H -3.213 -0.864 -7.103
H -1.119 0.425 -7.412
H 1.596 2.314 -5.767
H 0.909 1.722 -7.419
H 1.257 0.577 -6.105
*
```

Its max |F| is 0.093 hartree/bohr. For the LUMO energy (spin up / spin down), the calculation gives 2.77 / 2.77 eV. As for the total energy: -155738.0167 eV. The expectation value of S² is 0.7540. The calculation puts the HOMO energy (spin up / spin down) at -0.3370 / -0.8965 eV. The calculation puts the frontier orbital gap (spin up / spin down) at 0.1142 / 0.1347 Ha. The molar mass is 1481.91 g mol⁻¹.

=====

Entry 5:
Formula: C5H10O2
Source: the Open Molecules 2025 dataset
Level of theory: wB97M-V/def2-TZVPD

Structure (ORCA input):
```
! RIJCOSX wB97M-V def2-TZVPD def2/J DEFGRID3
* xyz 0 1
C -2.632 -0.544 -0.096
C -1.416 0.146 -0.727
C -0.231 -0.401 -0.013
O 0.439 -1.284 -0.530
H -3.547 -0.224 -0.595
H -2.551 -1.633 -0.185
H -2.716 -0.298 0.969
H -1.316 -0.120 -1.783
H -1.494 1.234 -0.631
H -0.088 -0.111 1.044
C 1.944 1.198 -0.053
C 2.567 0.361 0.797
O 2.515 -0.973 0.836
H 1.984 2.258 0.158
H 1.595 0.901 -1.035
H 3.209 0.774 1.576
H 1.739 -1.285 0.268
*
```

Its max |F| is 0.016 hartree/bohr. For the LUMO energy, the calculation gives 0.66 eV. Its SMILES is CCC=O.C=CO. As for the total energy: -9440.6567 eV. The calculation puts the HOMO energy at -8.6024 eV. The calculation puts the frontier orbital gap at 0.3403 Ha. The molar mass is 102.13 g mol⁻¹.

=====

Entry 6:
Formula: C6H12O
Source: the Open Molecules 2025 dataset
Level of theory: wB97M-V/def2-TZVPD

Structure (ORCA input):
```
! RIJCOSX wB97M-V def2-TZVPD def2/J DEFGRID3
* xyz 0 1
C 3.042 0.533 -1.541
C 1.758 0.325 -1.902
C 0.654 0.281 -0.894
C -0.647 0.083 -1.023
C -1.849 0.386 -0.039
C -2.195 -0.733 0.981
H 3.458 0.196 -0.692
H 3.740 1.037 -2.248
H 1.372 0.650 -2.999
H 0.769 0.440 0.158
H -0.991 -0.135 -2.106
H -2.799 0.728 -0.569
H -1.428 1.255 0.468
H -1.659 -0.776 1.985
H -3.335 -0.909 1.081
H -1.756 -1.687 0.505
O 0.682 -0.757 3.356
H 1.301 -0.461 2.573
H -0.118 -0.456 2.905
*
```

Its max |F| is 0.093 hartree/bohr. For the LUMO energy, the calculation gives 0.72 eV. Its SMILES is C=C/C=C/CC.O. As for the total energy: -8460.8461 eV. The calculation puts the HOMO energy at -8.9863 eV. The calculation puts the frontier orbital gap at 0.3565 Ha. The molar mass is 100.16 g mol⁻¹.

=====

Copy entry 2 word for word.
Formula: C7H14O
Source: the Open Molecules 2025 dataset
Level of theory: wB97M-V/def2-TZVPD

Structure (ORCA input):
```
! RIJCOSX wB97M-V def2-TZVPD def2/J DEFGRID3
* xyz 0 1
C -2.469 -0.739 0.175
C -2.358 -0.440 -1.156
C -0.997 -0.079 -1.549
C -0.900 0.937 -2.416
C 0.309 -0.791 -1.216
C 0.748 -0.433 0.202
C 1.164 1.042 0.485
H -1.522 -1.074 0.620
H -3.475 -0.682 0.666
H -3.147 -0.236 -1.784
H 0.005 1.388 -2.576
H -1.672 1.508 -2.535
H 0.342 -1.898 -1.418
H 1.076 -0.720 -1.993
H 1.683 -1.066 0.342
H -0.002 -0.771 0.956
H 1.742 1.368 -0.406
H 1.497 1.222 1.592
H 0.313 1.656 0.318
O 2.863 -0.172 4.100
H 2.418 -0.714 3.506
H 2.382 0.696 4.088
*
```

Its max |F| is 0.114 hartree/bohr. For the LUMO energy, the calculation gives 0.77 eV. Its SMILES is C=CC(=C)CCC.O. As for the total energy: -9530.1092 eV. The calculation puts the HOMO energy at -8.7570 eV. The calculation puts the frontier orbital gap at 0.3501 Ha. The molar mass is 114.19 g mol⁻¹.

=====

Repeat the second record exactly.
Formula: C7H14O
Source: the Open Molecules 2025 dataset
Level of theory: wB97M-V/def2-TZVPD

Structure (ORCA input):
```
! RIJCOSX wB97M-V def2-TZVPD def2/J DEFGRID3
* xyz 0 1
C -2.469 -0.739 0.175
C -2.358 -0.440 -1.156
C -0.997 -0.079 -1.549
C -0.900 0.937 -2.416
C 0.309 -0.791 -1.216
C 0.748 -0.433 0.202
C 1.164 1.042 0.485
H -1.522 -1.074 0.620
H -3.475 -0.682 0.666
H -3.147 -0.236 -1.784
H 0.005 1.388 -2.576
H -1.672 1.508 -2.535
H 0.342 -1.898 -1.418
H 1.076 -0.720 -1.993
H 1.683 -1.066 0.342
H -0.002 -0.771 0.956
H 1.742 1.368 -0.406
H 1.497 1.222 1.592
H 0.313 1.656 0.318
O 2.863 -0.172 4.100
H 2.418 -0.714 3.506
H 2.382 0.696 4.088
*
```

Its max |F| is 0.114 hartree/bohr. For the LUMO energy, the calculation gives 0.77 eV. Its SMILES is C=CC(=C)CCC.O. As for the total energy: -9530.1092 eV. The calculation puts the HOMO energy at -8.7570 eV. The calculation puts the frontier orbital gap at 0.3501 Ha. The molar mass is 114.19 g mol⁻¹.

=====

Repeat the first record exactly.
Formula: C5H6O
Source: the Open Molecules 2025 dataset
Level of theory: wB97M-V/def2-TZVPD

Structure (ORCA input):
```
! RIJCOSX wB97M-V def2-TZVPD def2/J DEFGRID3
* xyz 0 1
O -1.047 -0.467 1.482
C -0.263 -0.211 0.347
C -1.705 -0.028 0.286
C 0.574 -1.088 -0.505
C 1.458 -0.104 -0.705
C 0.817 0.877 0.263
H -2.057 0.998 0.193
H -2.362 -0.773 -0.163
H 0.402 -2.076 -0.915
H 2.303 0.003 -1.369
H 1.353 1.006 1.211
H 0.528 1.862 -0.124
*
```

Its max |F| is 0.012 hartree/bohr. For the LUMO energy, the calculation gives 1.07 eV. As for the total energy: -7326.7100 eV. The calculation puts the HOMO energy at -9.5197 eV. The calculation puts the frontier orbital gap at 0.3893 Ha. The molar mass is 82.10 g mol⁻¹.

=====

Question: molar mass of number 1 (C5H6O)?
Answer: 82.10 g mol⁻¹